C4H10O2 | ωB97M-V with the def2-TZVPD basis set

Computed properties:
**E_HOMO**: -9.33 eV
**Total charge**: 0
**Molecular weight**: 90.12 g/mol
**LUMO**: 0.91 eV
**Kohn-Sham gap**: 10.244 eV
**Largest force on an atom**: 1.73 eV/Å
**Energy**: -308.8297 Ha

Geometry as XYZ:
```
16
C4H10O2, DFT ωB97M-V with the def2-TZVPD basis set
C -0.21297 -2.30333 -1.02956
C 0.27346 -1.55652 0.19011
C 0.14569 -0.23313 0.30998
C 0.87722 0.54887 1.35218
O 0.14529 1.63934 1.93523
H -0.15624 -1.65665 -1.89393
H -1.20596 -2.70811 -0.85314
H 0.46158 -3.11894 -1.28756
H 0.95984 -1.98780 0.89896
H -0.67430 0.26097 -0.20781
H 1.06771 -0.17646 2.16013
H 1.88583 0.85910 1.06729
H 0.14065 1.49049 2.88382
O -0.93029 3.18106 -1.71596
H -0.96112 2.24016 -1.91288
H -1.81639 3.52095 -1.89687
```